[1]
Molecular formula: C48H58N11O2
Method: DFT, wB97M-V/def2-TZVPD

The geometry in XYZ format:
```
119
Properties=species:S:1:pos:R:3:forces:R:3:mulliken_charge:R:1
C 3.7576 1.8231 0.2703 5.0 -6.3 -5.5 -0.33
C 4.5770 1.0148 -0.5743 -5.5 4.3 6.4 0.03
C 5.5159 -0.1839 -1.2657 -1.0 0.9 -0.1 -0.25
C 5.8564 -1.3713 -0.1880 1.3 -5.2 4.7 0.40
O 5.2111 -1.3607 1.0088 2.3 0.5 -5.7 -0.67
O 6.7833 -2.5084 -0.4116 -4.7 6.5 -0.2 -0.72
H 2.8988 2.1887 1.0140 2.5 -0.9 -2.2 0.09
H 6.4612 0.3188 -1.7612 -2.0 -1.2 1.1 0.30
H 4.8148 -0.6565 -2.1082 1.7 1.0 1.8 0.15
N -0.4711 1.1383 3.3117 -0.1 0.2 0.1 0.34
C -0.0125 0.8355 4.5673 0.0 0.0 0.1 -0.40
C 1.2830 0.3839 4.4498 -0.3 0.1 0.2 -0.92
C 1.6196 0.4213 3.0755 0.1 0.0 -0.4 -0.35
C 0.5191 0.8938 2.3961 0.1 0.0 0.0 -0.77
H -1.3953 1.4883 3.0947 0.3 -0.2 0.2 0.06
H -0.6462 0.9655 5.4344 0.1 0.0 -0.1 0.44
H 1.9176 0.0635 5.2658 -0.1 0.1 -0.2 0.43
H 2.5633 0.1349 2.6296 -0.1 0.0 0.0 0.66
H 0.3559 1.0752 1.3421 0.1 -0.1 0.1 0.51
N 0.7167 4.6024 -0.4166 -0.1 0.2 -0.1 0.25
C 1.5102 5.6966 -0.1895 0.1 0.0 0.0 -0.67
C 1.6560 6.3713 -1.3810 0.1 0.1 0.4 -0.34
C 0.9195 5.6623 -2.3599 -0.2 -0.3 -0.1 -0.60
C 0.3473 4.5762 -1.7363 0.0 -0.1 0.0 -0.68
H 0.4453 3.9214 0.2807 0.2 0.2 -0.3 0.16
H 1.9036 5.9000 0.7975 0.0 0.0 -0.2 0.40
H 2.2297 7.2770 -1.5289 -0.1 -0.1 0.1 0.38
H 0.8170 5.9170 -3.4068 -0.1 0.0 0.2 0.67
H -0.2882 3.7883 -2.1179 0.1 0.1 0.0 0.45
N 4.2969 -4.2316 1.4820 -0.2 -0.7 0.1 0.17
C 3.0459 -4.5252 1.9588 0.3 0.1 -0.1 -0.57
C 2.8620 -5.8864 1.8616 -0.3 0.1 0.2 -0.48
C 4.0460 -6.4337 1.3123 0.2 -0.1 -0.1 0.10
C 4.9162 -5.3899 1.0903 -0.1 0.3 0.0 -0.78
H 4.7003 -3.3053 1.4284 0.3 0.5 -0.2 0.21
H 2.3948 -3.7423 2.3240 0.1 -0.1 -0.1 0.47
H 1.9717 -6.4270 2.1558 0.1 0.1 0.0 0.38
H 4.2430 -7.4770 1.1020 0.0 0.2 0.0 0.17
H 5.9199 -5.3722 0.6870 -0.2 0.1 0.0 0.37
N 1.1311 -3.0463 -2.9501 -0.3 0.1 -0.1 0.10
C 1.2490 -4.3367 -3.3967 0.0 -0.2 -0.2 -0.22
C 2.1464 -4.9891 -2.5810 -0.3 0.0 -0.3 -1.08
C 2.5806 -4.0611 -1.6046 0.0 0.4 0.2 0.29
C 1.9356 -2.8704 -1.8543 0.2 -0.1 0.2 -1.18
H 0.5421 -2.3353 -3.3637 0.3 -0.2 0.2 0.22
H 0.6869 -4.6789 -4.2552 0.1 0.0 0.1 0.33
H 2.4541 -6.0222 -2.6780 0.0 0.2 0.0 0.41
H 3.2871 -4.2420 -0.8049 -0.1 0.0 -0.1 0.46
H 1.9811 -1.9154 -1.3483 0.1 -0.1 0.0 0.65
N -2.3127 -0.4196 -2.2315 -0.1 0.0 0.0 0.13
C -2.0099 0.6497 -1.4294 0.0 0.1 0.2 -1.15
C -2.6577 1.7560 -1.9323 0.2 -0.1 0.3 -0.25
C -3.3813 1.3378 -3.0746 -0.1 -0.3 -0.2 -0.77
C -3.1526 -0.0106 -3.2344 0.0 0.0 -0.1 -0.45
H -1.9706 -1.3630 -2.1029 -0.1 0.3 0.0 0.29
H -1.3600 0.5326 -0.5726 0.0 0.0 -0.2 0.94
H -2.6147 2.7558 -1.5203 0.0 -0.1 -0.1 0.49
H -4.0028 1.9538 -3.7115 0.1 -0.1 0.1 0.41
H -3.5137 -0.7119 -3.9748 0.1 0.1 0.1 0.34
N 3.2686 6.1840 -5.0365 0.1 0.0 -0.1 0.04
C 3.6122 5.3208 -6.0441 0.0 0.0 0.0 -0.53
C 4.2186 6.0509 -7.0418 -0.1 -0.4 0.1 -0.39
C 4.2471 7.4011 -6.6183 -0.1 0.3 0.2 -0.58
C 3.6566 7.4541 -5.3756 0.0 0.0 0.0 -0.24
H 2.8026 5.9243 -4.1768 0.2 0.0 -0.2 0.26
H 3.3949 4.2639 -5.9659 0.1 0.2 0.0 0.35
H 4.6005 5.6538 -7.9734 -0.1 0.0 0.2 0.38
H 4.6551 8.2440 -7.1612 -0.1 -0.1 0.1 0.37
H 3.4786 8.2849 -4.7059 0.0 -0.1 -0.1 0.34
N -3.6816 3.5313 3.0770 0.1 0.0 0.0 0.11
C -2.9816 4.6929 3.2749 0.1 0.1 0.0 -0.45
C -3.4869 5.3081 4.3985 0.3 0.1 -0.3 -0.65
C -4.5243 4.4857 4.8991 -0.2 -0.4 0.0 -0.51
C -4.6210 3.3939 4.0656 -0.2 0.0 0.1 -0.58
H -3.5284 2.8773 2.3204 -0.2 0.2 0.3 0.18
H -2.1870 4.9822 2.6003 -0.1 0.0 0.1 0.51
H -3.1445 6.2472 4.8134 0.0 -0.2 -0.1 0.41
H -5.1346 4.6696 5.7738 0.1 0.0 -0.2 0.51
H -5.2771 2.5341 4.0906 0.1 0.1 0.0 0.48
N -7.9625 7.7350 4.4726 0.0 0.0 0.0 -0.01
C -9.2135 7.4414 4.9494 -0.1 0.0 0.0 -0.44
C -9.3974 6.0802 4.8522 -0.2 0.3 0.1 -0.58
C -8.2133 5.5329 4.3029 0.4 0.1 -0.1 -0.18
C -7.3432 6.5767 4.0809 0.1 -0.1 -0.1 -0.56
H -7.5591 8.6613 4.4190 -0.2 -0.4 0.0 0.20
H -9.8646 8.2243 5.3146 0.1 -0.2 -0.1 0.36
H -10.2876 5.5396 5.1464 0.1 0.1 0.0 0.37
H -8.0163 4.4896 4.0926 0.0 0.2 0.0 0.43
H -6.3395 6.5944 3.6776 -0.2 -0.1 0.1 0.41
N -1.0948 -3.4726 -6.1782 0.0 0.0 0.0 0.03
C -1.9381 -3.3629 -5.1034 -0.1 0.1 0.0 -0.29
C -3.2269 -3.5434 -5.5534 0.2 0.1 0.4 -0.58
C -3.1579 -3.7761 -6.9478 0.2 0.0 -0.3 -0.43
C -1.8293 -3.7298 -7.3065 0.0 0.0 0.0 -0.56
H -0.0879 -3.3793 -6.1441 -0.3 -0.1 0.0 0.26
H -1.5501 -3.1647 -4.1132 -0.1 -0.1 -0.1 0.38
H -4.1202 -3.5123 -4.9431 0.2 0.0 -0.1 0.41
H -3.9880 -3.9585 -7.6181 0.2 0.0 0.1 0.38
H -1.3452 -3.8561 -8.2656 -0.1 0.0 0.2 0.39
N 4.6569 -10.0920 1.9800 0.1 -0.1 0.0 0.01
C 5.1155 -10.3947 3.2356 0.0 -0.1 0.0 -0.51
C 6.4110 -10.8463 3.1182 -0.3 0.1 0.3 -0.38
C 6.7476 -10.8090 1.7439 -0.1 0.1 -0.4 -0.38
C 5.6471 -10.3365 1.0645 0.0 -0.1 0.0 -0.46
H 3.7327 -9.7420 1.7631 0.4 -0.1 0.1 0.25
H 4.4819 -10.2648 4.1027 0.1 0.0 -0.1 0.36
H 7.0456 -11.1668 3.9342 -0.1 0.1 -0.1 0.38
H 7.6914 -11.0953 1.2980 -0.2 0.1 0.1 0.39
H 5.4840 -10.1551 0.0105 0.1 0.0 0.2 0.36
N -3.8464 -0.6952 1.8246 0.0 0.0 0.0 0.11
C -2.9486 -1.0165 2.8091 0.1 0.0 0.1 -0.55
C -3.6513 -1.2227 3.9752 0.4 0.0 -0.1 -0.56
C -5.0218 -1.0245 3.6823 -0.3 0.1 -0.3 -0.48
C -5.1137 -0.7027 2.3467 -0.2 0.1 0.0 -0.56
H -3.6107 -0.4861 0.8632 -0.1 -0.1 0.3 0.23
H -1.8892 -1.0692 2.5966 -0.2 0.0 0.1 0.57
H -3.2233 -1.4884 4.9331 0.0 0.0 -0.2 0.43
H -5.8523 -1.1081 4.3713 0.1 0.0 -0.1 0.42
H -5.9700 -0.4778 1.7250 0.1 0.0 0.1 0.38
```
Positions in Å, forces in eV/Å.

Properties
net charge = -1

***

[2]
Molecular formula: C48H59BBr2CaN10O9
Method: DFT, wB97M-V/def2-TZVPD

The geometry in XYZ format:
```
130
Properties=species:S:1:pos:R:3:forces:R:3:mulliken_charge:R:1
Ca 0.5641 0.3619 0.9115 0.2 -0.8 -0.1 1.30
C 1.1869 -5.0915 1.7001 0.0 0.0 0.0 -1.79
C 0.2214 -3.9059 1.6316 0.0 0.0 0.0 1.98
C -1.1183 -4.2866 2.2645 0.0 0.0 0.0 -1.23
C 0.0618 -3.4482 0.2131 0.0 0.0 0.0 -0.42
C -0.3016 -4.2537 -0.8834 -0.1 0.0 0.0 -0.98
C -0.2580 -3.4187 -1.9764 0.0 0.0 0.0 0.10
C -0.5857 -3.7422 -3.4093 0.0 0.0 0.0 1.42
C -1.8799 -3.0619 -3.8559 0.0 0.0 0.0 -1.09
C -0.6822 -5.2503 -3.6201 0.0 0.0 0.0 -2.16
N 0.1078 -2.1883 -1.5313 0.1 -0.1 0.0 0.30
N 0.3047 -2.2093 -0.1847 0.0 0.1 -0.1 0.38
B 0.5857 -1.0159 -2.4068 0.0 0.0 0.0 0.34
N -0.3802 0.2026 -2.3658 0.1 0.1 0.0 0.59
N -0.6277 0.8578 -1.2052 -0.1 0.0 -0.1 1.69
C -1.3895 1.9062 -1.4985 0.0 0.0 0.0 -0.96
C -1.6521 1.9337 -2.8752 0.0 0.0 0.0 -1.13
C -0.9787 0.8434 -3.3953 0.0 0.0 0.0 -0.03
C -0.8343 0.4723 -4.8445 0.0 0.0 0.0 1.18
C 0.2175 1.3682 -5.5069 0.0 0.0 0.0 -1.70
C -2.1715 0.5733 -5.5768 0.0 0.0 0.0 -1.86
C -1.8439 2.8633 -0.4355 0.0 0.0 0.0 2.91
C -2.1346 4.2455 -1.0117 0.0 0.0 0.0 -2.26
C -3.0473 2.3223 0.3355 0.0 0.0 0.0 -1.24
N 2.0389 -0.6023 -2.0802 0.0 0.0 -0.1 0.32
N 2.4710 -0.1843 -0.8547 -0.2 0.1 -0.1 0.24
C 3.7556 0.1117 -0.9882 0.1 0.0 0.0 -0.47
C 4.1727 -0.1032 -2.3139 0.0 0.0 0.0 -1.00
C 3.0578 -0.5619 -2.9738 0.0 0.0 0.0 -0.09
C 2.9772 -1.0680 -4.3876 0.0 0.0 0.0 1.88
C 3.1027 -2.5948 -4.4013 0.0 0.0 0.0 -1.40
C 4.0540 -0.4353 -5.2653 0.0 0.0 0.0 -2.14
C 4.6608 0.5809 0.1198 0.0 0.1 0.0 1.21
C 4.0246 0.5607 1.4987 0.0 0.0 0.0 -1.08
C 5.9436 -0.2599 0.1316 0.0 0.0 0.0 -1.63
H 1.3940 -5.3470 2.7417 0.0 0.0 0.0 0.46
H 2.1327 -4.8586 1.2082 0.0 0.0 0.0 0.40
H 0.7617 -5.9763 1.2157 0.0 0.0 0.0 0.28
H 0.6554 -3.0786 2.1923 0.0 0.0 0.0 -0.97
H -1.6505 -5.0122 1.6415 0.0 0.0 0.0 0.22
H -1.7633 -3.4196 2.3959 0.0 0.0 0.0 0.17
H -0.9591 -4.7342 3.2485 0.0 0.0 0.0 0.43
H -0.5571 -5.3003 -0.8703 0.0 0.0 0.0 0.52
H 0.2197 -3.3654 -4.0451 0.0 0.0 0.0 -0.31
H -2.7205 -3.4252 -3.2600 0.0 0.0 0.0 0.30
H -2.0862 -3.2701 -4.9099 0.0 0.0 0.0 0.40
H -1.8167 -1.9829 -3.7244 0.0 0.0 0.0 -0.03
H -1.5116 -5.6700 -3.0460 0.0 0.0 0.0 0.33
H 0.2334 -5.7542 -3.3074 0.0 0.0 0.0 0.42
H -0.8578 -5.4741 -4.6748 0.0 0.0 0.0 0.46
H 0.5863 -1.4095 -3.5320 0.0 0.0 0.0 -0.88
H -2.2243 2.6659 -3.4200 0.0 0.0 0.0 0.42
H -0.4896 -0.5597 -4.9068 0.0 0.0 0.0 -0.29
H -0.1087 2.4104 -5.4852 0.0 0.0 0.0 0.33
H 0.3793 1.0779 -6.5488 0.0 0.0 0.0 0.41
H 1.1691 1.3119 -4.9767 0.0 0.0 0.0 0.41
H -2.5391 1.6018 -5.5761 0.0 0.0 0.0 0.34
H -2.9293 -0.0534 -5.1031 0.0 0.0 0.0 0.31
H -2.0628 0.2569 -6.6171 0.0 0.0 0.0 0.45
H -1.0151 2.9578 0.2654 0.0 0.0 0.0 -1.49
H -2.9851 4.2148 -1.6997 0.0 0.0 0.0 0.38
H -1.2715 4.6389 -1.5518 0.0 0.0 0.0 0.40
H -2.3818 4.9397 -0.2067 0.0 0.0 0.0 0.50
H -3.9206 2.2451 -0.3212 0.0 0.0 0.0 0.35
H -3.2919 2.9799 1.1718 0.0 0.0 0.0 0.47
H -2.8273 1.3385 0.7473 0.0 0.0 0.0 -0.19
H 5.1558 0.0562 -2.7224 0.0 0.0 0.0 0.36
H 2.0069 -0.8030 -4.8086 0.0 0.0 0.0 -0.69
H 4.0905 -2.8872 -4.0368 0.0 0.0 0.0 0.34
H 2.9756 -2.9919 -5.4127 0.0 0.0 0.0 0.35
H 2.3614 -3.0552 -3.7477 0.0 0.0 0.0 0.22
H 5.0520 -0.7278 -4.9315 0.0 0.0 0.0 0.32
H 3.9966 0.6537 -5.2394 0.0 0.0 0.0 0.43
H 3.9393 -0.7653 -6.3006 0.0 0.0 0.0 0.45
H 4.9422 1.6129 -0.1212 0.0 0.0 0.0 0.09
H 3.7778 -0.4544 1.8119 0.0 0.0 0.0 0.31
H 3.1151 1.1563 1.5298 0.1 0.0 0.0 -0.21
H 4.7148 0.9827 2.2328 0.0 0.0 0.0 0.47
H 5.7025 -1.3064 0.3338 0.0 0.0 0.0 0.32
H 6.6155 0.0923 0.9179 0.0 0.0 0.0 0.46
H 6.4780 -0.2130 -0.8182 0.0 0.0 0.0 0.36
C -3.6437 -0.9755 -1.3062 0.0 0.0 0.0 -0.51
O -2.8917 -1.2018 -0.1334 0.0 0.0 -0.1 0.33
C -3.5766 -1.2648 1.0273 0.0 0.0 0.1 0.04
C -4.9378 -1.4852 1.1240 0.0 0.0 0.0 -0.60
C -5.5252 -1.5023 2.3861 0.0 0.0 0.0 -0.35
Br -7.3986 -1.8362 2.5078 0.0 0.0 0.0 -0.27
C -4.8050 -1.2573 3.5255 0.0 0.0 0.0 -1.25
C -3.4308 -1.0041 3.4232 -0.1 0.0 0.1 1.23
C -2.8043 -1.0634 2.1890 -0.1 0.1 -0.1 -0.97
O -1.4822 -0.9146 1.9999 0.2 0.0 -0.1 2.42
C -2.6997 -0.5937 4.6320 0.0 0.1 0.0 0.25
N -2.9240 -1.0703 5.8341 0.0 0.0 0.0 -0.95
C -2.0834 -0.3367 6.6512 0.0 0.0 0.0 -0.07
C -1.8879 -0.4041 8.0319 0.0 0.0 0.0 -0.87
C -0.9779 0.4656 8.5989 0.0 0.0 0.0 -0.44
C -0.2648 1.3929 7.8174 0.0 0.0 0.0 -0.58
C -0.4406 1.4735 6.4508 0.0 0.0 0.0 -0.45
C -1.3590 0.5927 5.8873 0.0 0.0 0.0 0.88
N -1.7775 0.4056 4.5962 0.0 -0.1 0.2 0.91
H -4.1972 -1.8717 -1.6057 0.0 0.0 0.0 0.35
H -2.9242 -0.7127 -2.0754 0.0 0.0 -0.1 -0.48
H -4.3420 -0.1447 -1.1664 0.0 0.0 0.0 0.52
H -5.5372 -1.6482 0.2409 0.0 0.0 0.0 0.55
H -5.2652 -1.2283 4.5021 0.0 0.0 0.0 0.54
H -0.9322 -0.9652 2.8161 0.0 0.0 0.0 -0.63
H -2.4381 -1.1214 8.6282 0.0 0.0 0.0 0.42
H -0.8040 0.4356 9.6681 0.0 0.0 0.0 0.35
H 0.4414 2.0572 8.3000 0.0 0.0 0.0 0.40
H 0.0984 2.1830 5.8383 0.0 0.0 0.0 0.42
H -1.4748 0.9454 3.7777 0.0 0.1 -0.1 -0.36
O -1.4069 3.3296 3.5953 0.1 0.0 0.0 -0.79
C -0.5788 2.9008 2.7835 -0.1 0.2 0.1 0.38
O -0.5771 1.7071 2.3326 -0.2 0.2 0.2 0.28
C 0.5096 3.8583 2.3134 0.0 0.0 0.0 0.25
C 0.5451 5.0881 2.9209 0.0 0.0 0.0 -0.43
C 1.5239 6.0330 2.6025 0.1 0.0 0.1 -0.87
C 2.4918 5.7525 1.6549 0.0 0.0 0.0 -0.42
C 2.4486 4.5429 1.0084 0.0 0.0 0.0 -0.73
C 1.4793 3.5102 1.2962 0.0 0.0 0.0 0.16
O 1.5179 2.3992 0.7155 0.0 0.2 -0.1 -0.56
N 3.4738 4.3225 -0.0054 0.0 0.0 0.0 0.98
O 3.1950 3.6766 -0.9933 0.0 0.0 0.0 -0.52
O 4.5751 4.8337 0.1818 0.0 0.0 0.0 -0.68
N 1.5357 7.3174 3.2580 -0.4 0.2 -0.5 1.03
O 2.3782 8.1414 2.9160 0.1 -0.1 0.2 -0.69
O 0.6573 7.5676 4.0705 0.1 -0.1 0.2 -0.66
H -0.2074 5.3043 3.6655 0.0 0.0 0.0 0.68
H 3.2606 6.4705 1.4152 0.0 0.0 0.0 0.62
Br 1.3551 -0.9245 3.4114 0.0 0.0 0.2 -0.62
```
Positions in Å, forces in eV/Å.

Properties
net charge = -2
energy above the lowest of the compared OMol25 structures with the same formula, charge and spin = 0.00 kJ/mol

***

Computed values of electronic energy (unit: a.u.) for the preceding records, in sequence: -2616.39184, -8940.08382.
Computed values of max |F| (unit: Eh/bohr) for the preceding records, in sequence: 0.1902, 0.0157.
Computed values of E_HOMO (unit: eV) for the preceding records, in sequence: -4.98, -3.76.